Computed, not measured: an isolated ion of composition C5H13NO3P and charge -1 in a non-equilibrium geometry, with ωB97M-V/def2-TZVPD.

Positions of all 23 atoms, in Å:
C  1.016  -1.044  -1.163
N  0.669  -0.369  0.050
C  0.113  -1.256  1.043
C  -0.084  0.818  -0.129
C  -0.681  1.255  1.140
C  -1.260  0.580  -1.076
P  1.087  2.228  -0.757
O  1.896  1.724  -1.943
O  0.253  3.473  -0.845
O  2.038  2.382  0.602
H  0.238  -1.416  -1.861
H  1.411  -0.294  -1.961
H  1.716  -1.804  -1.047
H  -0.252  -2.093  0.604
H  1.005  -1.462  1.669
H  -0.781  -0.922  1.729
H  -0.036  1.096  1.937
H  -0.948  2.268  0.990
H  -1.556  0.689  1.460
H  -1.042  0.396  -2.062
H  -1.956  1.524  -1.144
H  -1.939  -0.154  -0.595
H  2.478  1.537  0.672

Force components x, y, z for each atom (eV/Å):
C -0.3 2.4 -3.4
N 0.2 -0.5 0.0
C 0.7 1.5 3.0
C -0.2 1.4 -2.1
C -1.2 0.3 0.2
C -2.8 2.7 2.1
P -0.7 0.0 -0.7
O -0.6 0.5 1.3
O 0.5 -0.5 0.1
O -0.4 0.1 -0.7
H -0.7 -0.5 1.1
H 0.1 -0.8 2.0
H 1.4 -1.3 0.5
H -0.9 -3.0 -1.3
H -0.9 -0.7 0.3
H 2.1 -0.3 -1.5
H 1.6 0.4 1.5
H -0.3 1.2 0.4
H -0.5 0.1 -0.5
H 0.7 -0.9 -2.3
H 1.5 -1.4 0.3
H 0.4 -0.2 -0.6
H 0.4 -0.5 0.2

Computed properties:
Relative energy (zero: lowest compared OMol25 entry of this formula, charge and spin) ... 31.31 kcal per mole
Calculated total energy ... -820.23849 Ha
Structure (SMILES) ... CN(C)C(C)(C)[P@@](=O)([O-])O
Highest occupied orbital energy ... -4.291 eV
Total charge ... -1
Lowest unoccupied orbital energy ... 3.48 eV
HOMO-LUMO gap ... 0.2856 Ha

These are the Mulliken partial charges, in e, on atoms 1 to 2: -1.110, 0.156